Entry 1:
{
  "formula": "C6H5N3",
  "method": "the ωB97M-V functional and the def2-TZVPD basis",
  "symbols": ["N", "N", "N", "C", "C", "C", "C", "C", "C", "H", "H", "H", "H", "H"],
  "xyz": [[-3.0314, 0.2374, -0.0808], [2.4372, 1.5956, -0.2974], [-1.0580, -1.1343, -0.2081], [-2.3287, -1.0037, -0.2571], [-0.2667, -0.0586, 0.0809], [-2.1762, 1.0583, 0.2453], [-0.8720, 1.1158, 0.3547], [2.1267, 0.3990, -0.4783], [1.1684, -0.5058, 0.3004], [1.1028, -1.5411, 0.0597], [2.4729, -0.1258, -1.3766], [-3.0410, -1.8076, -0.2894], [2.0211, 1.9482, 0.5945], [1.4448, -0.1772, 1.3523]],
  "forces_ev_per_a": [[-1.4, -1.0, 0.2], [-0.1, 0.7, 1.3], [-0.6, -0.2, -0.1], [-1.2, 0.9, 0.3], [0.7, -1.6, 0.7], [4.6, -0.4, -0.4], [-2.6, 2.3, 0.3], [-0.6, -2.0, -1.5], [0.1, 3.6, 1.3], [1.0, -0.7, 0.1], [0.4, 0.5, -0.1], [0.2, -0.5, -0.5], [0.3, -0.2, -0.8], [-0.6, -1.3, -0.7]],
  "orbital_gap_ha": [0.3192, 0.3191],
  "lumo_energy_ha": [-0.0320, -0.0321],
  "homo_energy_ha": [-0.351, -0.351],
  "smiles": "[H]/N=C\\CC1=C=C=NC=N1",
  "e_above_lowest_kj_mol": 472.4
}

Entry 2:
{
  "formula": "C45H42ClGeMoN2O6S",
  "method": "the ωB97M-V functional and the def2-TZVPD basis",
  "symbols": ["Mo", "Ge", "Cl", "S", "O", "O", "O", "O", "O", "O", "N", "N", "C", "C", "C", "C", "C", "C", "C", "C", "C", "C", "C", "C", "C", "C", "C", "C", "C", "C", "C", "C", "C", "C", "C", "C", "C", "C", "C", "C", "C", "C", "C", "C", "C", "C", "C", "C", "C", "C", "C", "C", "C", "C", "C", "C", "C", "H", "H", "H", "H", "H", "H", "H", "H", "H", "H", "H", "H", "H", "H", "H", "H", "H", "H", "H", "H", "H", "H", "H", "H", "H", "H", "H", "H", "H", "H", "H", "H", "H", "H", "H", "H", "H", "H", "H", "H", "H", "H"],
  "xyz": [[-0.1841, 0.5821, 1.2745], [1.9370, -0.2962, -1.6882], [-2.0984, -1.3145, -2.1054], [-0.6299, 2.9450, 1.9498], [-3.3350, -0.6199, -1.7985], [2.6518, 1.1937, 4.2983], [1.1390, 0.6917, 2.7711], [-2.3088, -2.2061, -3.2153], [-1.1008, -0.3114, -2.4769], [-1.6389, -2.0342, -0.9499], [-0.9505, -0.9161, 1.6270], [-1.5763, 1.3247, -0.1637], [2.0038, -4.6355, -3.5840], [-3.8599, -0.7284, 2.2785], [1.9373, 1.7537, -5.3920], [-2.9377, 2.2191, -3.2768], [-2.9848, -4.3423, 2.9022], [1.1276, -3.6854, -4.0866], [-1.6221, -2.0440, 2.1062], [-4.2057, -0.4212, 0.8198], [1.1822, -3.0975, 0.8032], [4.0482, 0.1171, 0.3269], [6.1780, -0.0869, -1.4337], [-0.1641, 3.3746, 6.4763], [0.8312, 2.1380, -2.8865], [1.3248, -2.6276, 3.2853], [-2.6661, 2.7396, -2.0150], [-1.6196, -4.3758, 2.6872], [-3.3294, 0.4980, 3.0233], [2.8338, -4.3133, -2.5187], [-2.1161, 1.9130, -0.9820], [-3.5701, 4.4323, -3.9848], [-3.2938, 4.9399, -2.7210], [-3.6558, -3.1434, 2.7639], [-1.1483, 4.0502, 5.7651], [0.9962, 0.3805, -0.1279], [-0.4009, 3.0187, 3.7011], [6.4182, 0.1358, -0.0831], [3.7884, -0.1023, -1.0263], [-3.3954, 3.0829, -4.2591], [1.5549, 1.3694, 3.8078], [-1.2595, 3.8758, 4.3982], [0.5831, 2.3353, 4.4219], [0.5903, 3.0586, -3.8959], [1.1463, 2.8682, -5.1535], [1.8779, -2.0914, -2.4353], [1.0691, -2.4194, -3.5203], [5.3516, 0.2358, 0.7971], [2.1688, 0.8338, -4.3772], [-0.9085, -3.2465, 2.2968], [2.7755, -3.0465, -1.9571], [0.5948, -3.3974, 2.1813], [-2.8397, 4.0936, -1.7249], [0.6955, 2.5316, 5.7972], [-3.0014, -1.9758, 2.3835], [4.8754, -0.2072, -1.8955], [1.6235, 1.0131, -3.1080], [1.4838, 2.0010, 6.3144], [-1.0759, -5.3034, 2.8224], [3.5263, -5.0472, -2.1243], [-4.1524, 1.1959, 3.1964], [0.3699, -1.6950, -3.9111], [2.1325, -3.6260, 0.7034], [-2.9020, 0.2330, 3.9926], [-3.3120, -0.3743, 0.2025], [2.0417, -5.6257, -4.0221], [2.4001, -2.8123, 3.2234], [-3.4281, 5.9929, -2.5128], [-2.5787, 1.0490, 2.4602], [1.3791, -2.0344, 0.6785], [7.4347, 0.2292, 0.2798], [2.7656, -0.0467, -4.5916], [5.5208, 0.4086, 1.8527], [-0.0409, 3.9185, -3.7018], [4.7094, -0.3915, -2.9521], [-2.6073, 4.4631, -0.7343], [3.4430, -2.7979, -1.1407], [3.2340, 0.1957, 1.0411], [1.3670, 1.4301, 0.0172], [0.4710, -3.9303, -4.9118], [-4.7220, -3.0966, 2.9538], [-4.8366, -1.2025, 0.3937], [-3.6085, 2.6960, -5.2465], [0.3787, 2.2931, -1.9141], [0.9581, 3.5819, -5.9464], [-3.9223, 5.0970, -4.7637], [7.0069, -0.1690, -2.1267], [-4.7353, 0.5324, 0.7419], [-4.7903, -1.0012, 2.7858], [-2.0247, 4.4024, 3.8420], [1.1759, -1.5546, 3.1876], [0.9800, -2.9371, 4.2744], [0.7724, -4.4611, 2.3670], [0.5237, -3.4124, -0.0072], [-0.0691, 3.5060, 7.5465], [-2.7870, 1.1660, -3.4606], [-1.8337, 4.7152, 6.2765], [2.3676, 1.5931, -6.3732], [-3.5181, -5.2408, 3.1865]],
  "forces_ev_per_a": [[-0.1, 0.3, 0.2], [0.3, 0.2, 0.1], [0.1, 0.0, -0.4], [0.0, 0.0, 0.0], [0.2, -0.1, -0.6], [0.0, 0.0, 0.0], [0.1, -0.1, 0.0], [0.1, 0.0, 0.1], [0.0, -0.2, -0.1], [-0.1, 0.0, -0.1], [0.3, -0.2, 0.2], [-0.2, 0.3, 0.1], [0.0, 0.0, 0.0], [-0.1, 0.0, 0.0], [0.0, 0.0, 0.0], [-0.1, 0.0, 0.0], [0.0, 0.0, 0.0], [0.0, 0.0, 0.0], [0.0, 0.2, -0.1], [0.2, 0.0, 0.3], [0.0, 0.0, 0.0], [0.0, 0.0, 0.0], [0.0, 0.0, 0.0], [0.0, 0.0, 0.0], [0.0, 0.0, 0.0], [0.0, 0.0, 0.0], [0.0, 0.0, 0.2], [0.0, 0.0, 0.0], [0.0, 0.0, 0.0], [0.0, 0.0, 0.0], [0.1, -0.1, 0.0], [0.0, 0.0, 0.0], [0.0, 0.0, 0.0], [0.0, 0.0, 0.0], [0.0, 0.0, 0.0], [-0.1, -0.1, 0.0], [0.0, 0.0, 0.0], [0.0, 0.0, 0.0], [0.0, 0.0, 0.0], [0.0, 0.0, 0.0], [-0.1, 0.0, -0.1], [0.0, 0.0, 0.0], [0.0, 0.0, 0.0], [0.0, 0.0, 0.0], [0.0, 0.0, 0.0], [0.0, 0.0, 0.0], [-0.1, 0.0, 0.1], [0.0, 0.0, 0.0], [0.0, 0.0, 0.0], [-0.1, 0.0, 0.0], [0.0, 0.0, 0.0], [0.0, 0.0, 0.0], [0.0, 0.0, 0.0], [0.0, 0.0, 0.0], [-0.1, 0.0, 0.0], [0.0, 0.0, 0.0], [-0.1, 0.0, 0.0], [0.0, 0.0, 0.0], [0.0, 0.0, 0.0], [0.0, 0.0, 0.0], [0.0, 0.0, 0.0], [-0.1, 0.1, 0.0], [0.0, 0.0, 0.0], [0.0, 0.0, 0.0], [-0.3, 0.0, 0.4], [0.0, 0.0, 0.0], [0.0, 0.0, 0.0], [0.0, 0.0, 0.0], [-0.1, 0.0, 0.0], [0.0, 0.0, 0.0], [0.0, 0.0, 0.0], [0.0, 0.0, 0.0], [0.0, 0.0, 0.0], [0.0, 0.0, 0.0], [0.0, 0.0, 0.0], [0.0, 0.0, 0.0], [0.0, 0.0, 0.0], [0.0, 0.0, 0.0], [0.0, 0.0, -0.1], [0.0, 0.0, 0.0], [0.0, 0.0, 0.0], [0.0, 0.0, 0.0], [0.0, 0.0, 0.0], [0.0, 0.0, 0.0], [0.0, 0.0, 0.0], [0.0, 0.0, 0.0], [0.0, 0.0, 0.0], [0.0, 0.0, 0.0], [0.0, 0.0, 0.0], [0.0, 0.0, 0.0], [0.0, 0.0, 0.0], [0.0, 0.0, 0.0], [0.0, 0.0, 0.0], [0.0, 0.0, 0.0], [0.0, 0.0, 0.0], [0.0, 0.0, 0.0], [0.0, 0.0, 0.0], [0.0, 0.0, 0.0], [0.0, 0.0, 0.0]],
  "orbital_gap_ha": 0.2792,
  "total_charge": -1,
  "lumo_energy_ha": 0.0700,
  "homo_energy_ha": -0.209,
  "e_above_lowest_kj_mol": 0.0
}

Entry 3:
{
  "formula": "C11H19IrN4",
  "method": "the ωB97M-V functional and the def2-TZVPD basis",
  "symbols": ["Ir", "N", "N", "N", "N", "C", "C", "C", "C", "C", "C", "C", "C", "C", "C", "C", "H", "H", "H", "H", "H", "H", "H", "H", "H", "H", "H", "H", "H", "H", "H", "H", "H", "H", "H"],
  "xyz": [[-0.2764, -0.3197, -0.1846], [-0.5405, 0.9853, -1.7003], [0.2321, -1.4440, 1.4082], [-1.9417, -1.3691, -0.3938], [1.3967, 0.4558, 0.1331], [-2.2674, -1.9433, 0.8733], [-0.9767, -2.3092, 1.6471], [2.0707, 0.1288, 1.1644], [3.5765, 1.9643, 0.6169], [-1.9666, 0.6614, -2.1579], [0.5492, 1.9356, -1.7880], [1.5224, -0.9948, 1.9539], [2.7003, 2.3507, -0.5216], [1.6074, 1.5885, -0.7000], [3.2750, 0.9049, 1.3988], [-2.7851, -0.3312, -1.1936], [2.9594, 3.2294, -1.1079], [-1.0355, 0.8452, 0.8354], [-2.5214, 1.6452, -2.2287], [-1.2121, -2.2162, 2.7333], [-0.8669, -3.4493, 1.4012], [-2.0810, 0.1402, -3.2147], [2.3508, -1.7875, 1.9623], [-3.3326, 0.3503, -0.5074], [0.0899, 2.9232, -1.6482], [1.3153, -0.6897, 2.9810], [-1.9911, -2.0413, -1.1199], [4.4504, 2.5608, 0.8124], [0.5800, -2.3982, 1.5892], [3.8775, 0.6205, 2.2435], [-2.8346, -2.8523, 0.6416], [-0.6048, 1.0032, -2.7211], [-2.8632, -1.2306, 1.4469], [-3.5458, -0.8375, -1.8536], [1.0898, 1.9205, -2.8010]],
  "forces_ev_per_a": [[-1.0, 0.2, 1.2], [-0.2, -3.3, -0.4], [0.4, -1.3, -2.9], [-1.6, 2.2, -3.7], [-0.2, 4.3, -3.2], [-0.9, 0.1, 0.9], [-3.8, -2.3, 2.7], [3.0, 1.6, 1.0], [-1.2, 0.8, -2.1], [-4.5, -0.2, -0.7], [2.0, 2.1, 0.6], [1.9, 0.6, 2.7], [1.8, -0.5, 2.2], [-0.2, -0.2, 0.0], [-1.2, -1.7, 1.0], [-1.5, 1.4, 0.6], [-0.2, -0.2, 0.0], [1.2, -1.9, -1.5], [0.3, -1.1, 0.1], [0.0, -0.5, -0.6], [0.9, 2.0, 0.5], [1.2, 1.3, 1.7], [-1.4, 0.6, 0.1], [0.3, -0.8, -0.1], [0.7, 0.2, 0.1], [0.6, 0.1, 0.3], [0.9, -1.7, -0.4], [0.2, 0.1, 0.1], [1.1, -0.9, -2.0], [0.3, 0.1, 0.2], [-0.1, 0.1, 0.9], [1.5, -1.7, -1.3], [-0.1, -0.2, 0.0], [0.7, 0.4, 0.8], [-1.0, -0.1, 1.3]],
  "orbital_gap_ha": [0.2849, 0.2154],
  "total_charge": 3,
  "lumo_energy_ha": [-0.4580, -0.5303],
  "homo_energy_ha": [-0.743, -0.746],
  "multiplicity": 2
}

Entry 4:
{
  "formula": "C23H25CoN3O2S4",
  "method": "the ωB97M-V functional and the def2-TZVPD basis",
  "symbols": ["Co", "S", "S", "S", "S", "O", "O", "N", "N", "N", "C", "C", "C", "C", "C", "C", "C", "C", "C", "C", "C", "C", "C", "C", "C", "C", "C", "C", "C", "C", "C", "C", "C", "H", "H", "H", "H", "H", "H", "H", "H", "H", "H", "H", "H", "H", "H", "H", "H", "H", "H", "H", "H", "H", "H", "H", "H", "H"],
  "xyz": [[-0.1615, -0.6657, -0.3223], [-1.7772, -2.9623, 3.3687], [-0.1981, -2.9088, -1.4991], [2.2399, -0.5103, -1.6502], [-0.0632, -0.3794, -4.1517], [-1.5011, 0.3183, -1.3214], [1.3996, -0.9269, 1.0515], [0.5405, 0.9744, 2.0601], [-0.1793, 1.0576, 0.9631], [-1.3615, -1.6810, 1.2229], [-1.8192, 2.3978, -0.1756], [2.5291, -2.2888, -1.5643], [1.9386, 0.2892, 4.4129], [-2.9175, 1.8723, -2.3266], [-2.5127, 3.6454, -0.1786], [-0.7397, -2.0635, -4.2200], [3.1617, -1.3722, 3.1548], [2.6275, -0.1272, -3.3743], [-2.5393, -1.1994, 1.7502], [1.3418, -0.1434, 2.0258], [-3.5427, 3.0774, -2.2782], [3.7073, -0.9593, 5.4559], [2.1627, -0.4021, 3.2211], [3.9363, -1.6452, 4.2681], [1.4619, -3.1890, -2.1855], [-1.3188, -2.5890, -2.9153], [-0.8628, -2.6203, 1.9814], [-2.0439, 1.4629, -1.2759], [-2.9245, -1.7825, 2.9091], [-3.3461, 3.9812, -1.1899], [2.7075, 0.0026, 5.5288], [-0.9441, 2.1414, 0.8801], [1.7013, -0.6343, -4.4819], [3.6438, -0.4844, -3.5497], [2.6174, -2.4897, -0.4966], [1.8670, -1.6894, -4.6843], [2.6631, 0.9627, -3.3866], [2.5314, 0.5306, 6.4569], [-2.0365, -1.8740, -2.5135], [-2.3480, 4.3339, 0.6417], [-3.0779, -0.4228, 1.2254], [3.3307, -1.8945, 2.2226], [0.0619, -3.1363, 1.7662], [3.4953, -2.4991, -2.0257], [0.0099, -2.7306, -4.6418], [-3.8552, 4.9352, -1.1822], [-3.8006, -1.5818, 3.5037], [-1.8393, -3.5268, -3.1094], [1.1652, 1.0438, 4.4496], [-3.0630, 1.1889, -3.1524], [1.4108, -3.0773, -3.2615], [-0.8724, 2.8706, 1.6843], [1.7115, -4.2290, -1.9758], [-1.5619, -2.0416, -4.9354], [4.3146, -1.1730, 6.3262], [1.9407, -0.0971, -5.3986], [4.7198, -2.3899, 4.2150], [-4.2080, 3.3624, -3.0842]],
  "forces_ev_per_a": [[0.6, 0.1, 0.3], [0.0, -0.1, 0.0], [0.0, 0.3, 0.0], [0.0, 0.1, 0.0], [0.0, 0.0, 0.0], [-0.7, -0.3, -0.3], [-0.3, -0.2, 0.1], [0.1, -0.2, -0.1], [0.1, 0.0, -0.1], [0.0, 0.2, 0.0], [0.0, -0.2, -0.1], [-0.1, 0.1, 0.0], [0.0, 0.0, 0.0], [0.0, 0.1, 0.0], [0.0, 0.0, 0.0], [0.0, 0.1, 0.1], [0.0, 0.0, 0.0], [-0.1, 0.0, 0.0], [0.0, 0.0, -0.2], [0.2, 0.0, 0.1], [0.0, 0.1, 0.1], [0.0, 0.0, 0.0], [0.0, 0.1, 0.0], [0.0, 0.0, 0.0], [-0.1, -0.1, 0.1], [0.0, -0.2, 0.0], [-0.1, 0.0, 0.1], [0.2, 0.2, 0.3], [0.0, 0.0, 0.1], [-0.1, 0.0, -0.1], [0.0, 0.0, 0.0], [-0.1, 0.0, -0.2], [-0.1, 0.0, 0.1], [0.0, 0.1, -0.1], [0.0, 0.0, 0.0], [0.0, 0.0, 0.0], [0.0, 0.0, 0.0], [0.0, 0.0, 0.0], [0.0, 0.0, 0.0], [0.0, -0.1, 0.0], [0.1, 0.0, 0.0], [0.0, 0.0, 0.0], [0.0, 0.1, 0.0], [0.0, 0.0, 0.0], [0.0, 0.0, 0.0], [0.0, 0.0, 0.0], [0.0, 0.0, 0.0], [0.0, 0.0, 0.0], [0.0, 0.0, 0.0], [0.0, 0.0, 0.0], [0.0, 0.0, 0.0], [0.1, -0.1, 0.0], [0.0, 0.0, 0.0], [0.0, 0.0, 0.0], [0.0, 0.0, 0.0], [0.1, 0.0, 0.0], [0.0, 0.0, 0.0], [0.0, 0.0, 0.0]],
  "orbital_gap_ha": [0.2804, 0.2202],
  "total_charge": 1,
  "lumo_energy_ha": [-0.1068, -0.1836],
  "homo_energy_ha": [-0.387, -0.404],
  "multiplicity": 5,
  "e_above_lowest_kj_mol": 2.1
}

no.,E_tot (eV)
1,-10768.331
2,-144337.476
3,-20476.352
4,-113784.937